1.
ORCA calculation (ωB97M-V with the def2-TZVPD basis set) on a molecular structure, C22H42As2N6RuS.

```
74
Properties=species:S:1:pos:R:3
Ru 0.5639 -0.4778 0.9945
N 2.7331 0.2919 0.8703
C 3.7697 -0.7453 1.0818
C 3.5453 -1.3161 2.4550
N 2.1612 -1.8168 2.5548
C 2.1243 -3.2306 2.1554
C 0.7026 -3.7087 1.9913
N -0.0540 -2.7493 1.1439
C 1.6423 -1.5972 3.9150
C 1.1430 -0.1760 4.0494
N 0.0583 0.0391 3.0512
H 2.8234 0.6357 -0.0818
H 2.9419 1.0775 1.4835
H 3.6515 -1.4980 0.3026
H 4.7714 -0.3231 0.9913
H 4.2647 -2.1066 2.6838
H 3.6992 -0.5298 3.1964
H 2.6536 -3.3209 1.2045
H 2.6499 -3.8614 2.8810
H 0.6986 -4.7037 1.5456
H 0.1903 -3.7954 2.9474
H 0.0633 -3.0103 0.1664
H -1.0399 -2.8930 1.3393
H 0.8092 -2.2744 4.1022
H 2.4018 -1.8164 4.6715
H 0.7755 0.0048 5.0604
H 1.9289 0.5531 3.8506
H -0.7400 -0.5208 3.3437
H -0.2596 1.0005 3.1379
C -2.9735 -0.8706 2.0103
As -1.8469 -0.4437 0.4860
C -2.5295 -1.6663 -0.8476
C -2.4634 1.3167 0.0221
C -3.8058 1.5894 -0.2207
C -4.1978 2.8910 -0.5029
C -3.2573 3.9147 -0.5375
C -1.9186 3.6438 -0.2902
C -1.5252 2.3393 -0.0126
As 0.2961 1.8884 0.3982
C 0.6886 3.0964 1.8714
C 1.4275 2.6192 -0.9908
H -4.0030 -0.9547 1.6631
H -2.9315 -0.0696 2.7474
H -2.6964 -1.8178 2.4743
H -3.5039 -1.3066 -1.1765
H -2.6601 -2.6547 -0.4082
H -1.8570 -1.7249 -1.6971
H -4.5529 0.8047 -0.1888
H -5.2410 3.1092 -0.6887
H -3.5703 4.9285 -0.7488
H -1.1993 4.4546 -0.3120
H 0.7562 4.1110 1.4790
H 1.6361 2.8531 2.3521
H -0.1151 3.0830 2.6071
H 0.9267 3.4850 -1.4225
H 1.6102 1.8846 -1.7700
H 2.3659 2.9500 -0.5474
C 0.8341 -1.3376 -6.1882
C 0.3337 -0.6908 -4.9473
C -0.6058 0.3109 -4.8961
C -0.9735 0.8298 -3.6552
N -0.4419 0.3706 -2.5042
C 0.4586 -0.5903 -2.5623
S 1.2472 -1.2680 -1.1819
N 0.8383 -1.1113 -3.7626
C -1.9733 1.9275 -3.5453
H 0.3192 -0.9457 -7.0603
H 0.6812 -2.4179 -6.1458
H 1.9047 -1.1537 -6.3035
H -1.0478 0.6846 -5.8077
H 1.5327 -1.8511 -3.7589
H -2.5403 2.0487 -4.4649
H -1.4507 2.8662 -3.3432
H -2.6484 1.7436 -2.7107
```

Spin multiplicity: 2
Gap between HOMO and LUMO (spin up / spin down) (eV): 8.6 / 7.7
LUMO level (spin up / spin down) (eV): -8.2 / -9.3
Net charge: +3
HOMO (spin up / spin down) (eV): -16.75 / -16.94

So, what does the Mulliken scheme give us? The charges, in e, come out as: number 1, Ru, carries 0.581; number 2, N, carries -0.434; number 3, C, carries -0.916; number 4, C, carries -1.078; number 5, N, carries 1.115; number 6, C, carries -0.936; number 7, C, carries -1.156; number 8, N, carries -0.353; number 9, C, carries -0.926; number 10, C, carries -0.848; number 11, N, carries -0.287; number 12, H, carries 0.267; number 13, H, carries 0.181; number 14, H, carries 0.419; number 15, H, carries 0.534; number 16, H, carries 0.368; number 17, H, carries 0.431; number 18, H, carries 0.493; number 19, H, carries 0.363; number 20, H, carries 0.491; number 21, H, carries 0.425; number 22, H, carries 0.244; number 23, H, carries 0.126; number 24, H, carries 0.319; number 25, H, carries 0.373; number 26, H, carries 0.540; number 27, H, carries 0.375; number 28, H, carries 0.273; number 29, H, carries 0.136; number 30, C, carries -1.468; number 31, As, carries 1.813; number 32, C, carries -1.202; number 33, C, carries -0.071; number 34, C, carries -1.073; number 35, C, carries -0.853; number 36, C, carries -0.814; number 37, C, carries -1.076; number 38, C, carries 0.361; number 39, As, carries 1.849; number 40, C, carries -1.521; number 41, C, carries -1.390; number 42, H, carries 0.477; number 43, H, carries 0.398; number 44, H, carries 0.534; number 45, H, carries 0.494; number 46, H, carries 0.484; number 47, H, carries 0.199; number 48, H, carries 0.374; number 49, H, carries 0.472; number 50, H, carries 0.477; number 51, H, carries 0.427; number 52, H, carries 0.487; number 53, H, carries 0.431; number 54, H, carries 0.454; number 55, H, carries 0.480; number 56, H, carries 0.279; number 57, H, carries 0.517; number 58, C, carries -1.388; number 59, C, carries 0.672; number 60, C, carries -1.209; number 61, C, carries 0.817; number 62, N, carries 0.294; number 63, C, carries -0.163; number 64, S, carries -0.563; number 65, N, carries 0.048; number 66, C, carries -0.918; number 67, H, carries 0.387; number 68, H, carries 0.396; number 69, H, carries 0.376; number 70, H, carries 0.501; number 71, H, carries 0.360; number 72, H, carries 0.489; number 73, H, carries 0.232; number 74, H, carries 0.013

***

2.
ORCA calculation (ωB97M-V with the def2-TZVPD basis set) on a single C8H13N molecule at a distorted geometry.

```
22
Properties=species:S:1:pos:R:3
C -1.4631 0.9019 0.3635
C -0.3333 0.2964 -2.0348
C 0.5806 -0.3126 -0.9008
C -0.4305 -1.1522 -0.0472
C -0.7515 -0.2736 1.0665
C 0.7305 -0.0803 1.7549
C 2.0052 -0.4772 0.8615
C 1.9622 -0.5475 -0.5131
H -2.5702 0.9649 0.5129
H -0.8486 1.7860 0.8061
H -1.9066 1.8925 -1.3812
H -0.7359 -0.3270 -2.8040
H 0.1049 1.2516 -2.5414
H 0.6549 0.7395 -0.4082
H -1.2877 -1.5355 -0.6092
H 0.1984 -2.0637 0.1489
H -1.5072 -0.7053 1.7823
H 0.7017 0.9488 2.1128
H 0.7333 -0.5977 2.7320
H 2.8769 -0.8843 1.4723
H 2.8693 -0.6961 -1.2110
N -1.5835 0.8715 -1.1631
```

Gap between HOMO and LUMO (eV): 9.5
LUMO level (eV): 1.0
HOMO (eV): -8.44
SMILES: C1=C[C@H]2CNC[C@H](C1)C2

So, what does the Mulliken scheme give us? The charges, in e, come out as: number 1, C, carries -0.770; number 2, C, carries -0.595; number 3, C, carries 0.528; number 4, C, carries -1.260; number 5, C, carries 0.151; number 6, C, carries -0.843; number 7, C, carries -0.333; number 8, C, carries -0.707; number 9, H, carries 0.395; number 10, H, carries 0.218; number 11, H, carries 0.268; number 12, H, carries 0.328; number 13, H, carries 0.262; number 14, H, carries 0.095; number 15, H, carries 0.486; number 16, H, carries 0.398; number 17, H, carries 0.456; number 18, H, carries 0.335; number 19, H, carries 0.438; number 20, H, carries 0.291; number 21, H, carries 0.315; number 22, N, carries -0.456

***

3.
ORCA calculation (ωB97M-V with the def2-TZVPD basis set) on a molecular structure, C12H26AgN8O2 at a distorted geometry.

```
49
Properties=species:S:1:pos:R:3
Ag -1.0481 -1.7809 0.7109
N 0.4759 -2.4670 2.1943
C 1.3454 -1.4703 2.7885
C 2.8124 -1.7032 2.3981
C 3.1663 -1.6515 0.8968
C 4.2231 -0.6147 0.5393
N 3.8700 0.7903 0.9043
C 3.9543 1.8184 0.0291
N 3.0153 2.7989 0.2058
N 4.9534 1.9095 -0.9275
C 0.7129 -0.0019 2.4686
O 1.5845 0.8545 2.3638
O -0.5448 0.0880 2.3933
H -0.0587 -3.0314 2.8652
H 1.0259 -3.0951 1.6148
H 1.2719 -1.5566 3.8902
H 3.1005 -2.7100 2.8609
H 3.4236 -0.9612 2.9837
H 2.2173 -1.5583 0.2964
H 3.5151 -2.6478 0.6072
H 4.3652 -0.7220 -0.5531
H 5.2233 -0.7810 1.0246
H 3.0030 0.8607 1.4955
H 2.1762 2.5597 0.7008
H 2.9677 3.5545 -0.4459
H 5.7369 1.2683 -0.8373
H 5.1107 2.7588 -1.4988
C -3.0911 0.2754 0.2228
N -3.9478 1.1936 -0.4980
C -4.8672 0.4464 -1.2993
N -4.2475 -0.4536 -2.2564
C -3.3915 -1.3516 -1.5122
N -2.3830 -0.6128 -0.7184
C -1.5607 0.2339 -1.6520
N -2.4342 1.1577 -2.3958
C -3.1544 1.9578 -1.3945
C -3.4671 0.4281 -3.1160
H -3.6954 -0.2318 0.9860
H -2.3036 0.7962 0.8124
H -5.5294 1.1270 -1.8527
H -5.5249 -0.1719 -0.6107
H -2.8889 -2.0819 -2.1872
H -3.9920 -1.9598 -0.7738
H -0.9928 -0.3494 -2.3843
H -0.7838 0.7856 -1.0312
H -3.8254 2.6372 -1.9441
H -2.4445 2.5602 -0.8195
H -2.9461 -0.0813 -3.9265
H -4.1278 1.1864 -3.6182
```

Gap between HOMO and LUMO (eV): 8.9
LUMO level (eV): -2.6
Net charge: +1
HOMO (eV): -11.46

So, what does the Mulliken scheme give us? The charges, in e, come out as: number 1, Ag, carries 0.355; number 2, N, carries -0.617; number 3, C, carries 0.441; number 4, C, carries -1.195; number 5, C, carries -0.301; number 6, C, carries -0.969; number 7, N, carries -0.074; number 8, C, carries 0.629; number 9, N, carries -0.366; number 10, N, carries -0.386; number 11, C, carries 0.437; number 12, O, carries -0.847; number 13, O, carries -0.690; number 14, H, carries 0.285; number 15, H, carries 0.296; number 16, H, carries 0.319; number 17, H, carries 0.419; number 18, H, carries 0.418; number 19, H, carries 0.197; number 20, H, carries 0.362; number 21, H, carries 0.450; number 22, H, carries 0.311; number 23, H, carries 0.314; number 24, H, carries 0.240; number 25, H, carries 0.231; number 26, H, carries 0.236; number 27, H, carries 0.241; number 28, C, carries -0.549; number 29, N, carries 0.192; number 30, C, carries -0.804; number 31, N, carries 0.064; number 32, C, carries -0.612; number 33, N, carries 0.356; number 34, C, carries -0.482; number 35, N, carries 0.036; number 36, C, carries -0.828; number 37, C, carries -0.743; number 38, H, carries 0.239; number 39, H, carries 0.313; number 40, H, carries 0.381; number 41, H, carries 0.331; number 42, H, carries 0.258; number 43, H, carries 0.296; number 44, H, carries 0.290; number 45, H, carries 0.125; number 46, H, carries 0.375; number 47, H, carries 0.355; number 48, H, carries 0.320; number 49, H, carries 0.354

***

4.
ORCA calculation (ωB97M-V with the def2-TZVPD basis set) on a molecular structure, C11H26LiNO11P at a distorted geometry.

```
51
Properties=species:S:1:pos:R:3
C 0.2880 1.4617 5.0841
N 1.0126 0.8473 3.9423
C 2.1817 1.7190 3.7559
C 1.4413 -0.5553 4.2471
C 0.1796 1.0025 2.7551
C -1.2272 0.3688 2.7260
O -1.8103 0.4176 1.4901
H -0.5642 0.9502 5.5493
H 0.1146 2.6227 5.1628
H 0.8350 1.5376 6.0081
H 1.7978 2.6583 3.7152
H 2.6923 1.5465 2.8290
H 2.8931 1.7563 4.4989
H 2.0780 -0.5752 5.1707
H 1.9497 -1.1371 3.3263
H 0.5517 -1.1780 4.3139
H 0.7322 0.8163 1.8841
H 0.0282 2.0293 2.7571
H -2.0660 0.9424 3.2830
H -1.3994 -0.8712 2.8974
H -1.5193 -0.4269 1.1382
Li -0.5604 -1.4839 -1.4302
P -0.1940 -2.6884 0.7363
O 0.7967 -1.9943 1.5108
O -1.2148 -1.6316 0.1997
O -0.8395 -3.8506 1.3210
O 0.3859 -2.8417 -0.5638
C -2.2980 1.3864 -2.0337
O -2.9846 0.8726 -3.2258
C -2.7239 -0.2624 -3.7005
O -1.9036 -1.0672 -3.2113
O -3.3485 -0.4449 -4.8814
C -3.0275 -1.4957 -5.8211
H -2.8311 2.3269 -1.9032
H -1.2899 1.3590 -1.9321
H -2.6123 0.8008 -1.2186
H -2.1625 -1.2145 -6.3526
H -3.7543 -1.2977 -6.7158
H -3.0088 -2.5724 -5.3526
C 2.7800 -0.7113 -0.5183
O 2.9499 -0.1996 -1.8533
C 1.9317 0.0030 -2.6482
O 0.7785 -0.1816 -2.4457
O 2.2328 0.6722 -3.7791
C 1.3408 0.6803 -4.9171
H 1.8933 -0.3080 0.0189
H 3.5681 -0.2212 0.2841
H 2.6477 -1.7858 -0.4460
H 0.3349 1.2032 -4.5968
H 1.2128 -0.3726 -5.2192
H 1.7113 1.3883 -5.8391
```

Gap between HOMO and LUMO (eV): 3.7
LUMO level (eV): 1.8
Net charge: -1
HOMO (eV): -1.85

So, what does the Mulliken scheme give us? The charges, in e, come out as: number 1, C, carries -1.010; number 2, N, carries 0.430; number 3, C, carries -1.101; number 4, C, carries -0.779; number 5, C, carries -0.306; number 6, C, carries -0.619; number 7, O, carries -0.490; number 8, H, carries 0.415; number 9, H, carries 0.313; number 10, H, carries 0.430; number 11, H, carries 0.566; number 12, H, carries 0.275; number 13, H, carries 0.410; number 14, H, carries 0.347; number 15, H, carries 0.193; number 16, H, carries 0.389; number 17, H, carries 0.053; number 18, H, carries 0.413; number 19, H, carries 0.184; number 20, H, carries 0.317; number 21, H, carries 0.386; number 22, Li, carries 0.988; number 23, P, carries 0.358; number 24, O, carries -0.310; number 25, O, carries -0.983; number 26, O, carries -0.897; number 27, O, carries -0.965; number 28, C, carries -0.807; number 29, O, carries -0.366; number 30, C, carries 0.848; number 31, O, carries -0.483; number 32, O, carries -0.367; number 33, C, carries -0.634; number 34, H, carries 0.339; number 35, H, carries 0.292; number 36, H, carries 0.413; number 37, H, carries 0.303; number 38, H, carries 0.227; number 39, H, carries 0.261; number 40, C, carries 0.019; number 41, O, carries -0.362; number 42, C, carries 0.592; number 43, O, carries -0.289; number 44, O, carries -0.387; number 45, C, carries -0.439; number 46, H, carries -0.307; number 47, H, carries 0.193; number 48, H, carries 0.340; number 49, H, carries 0.129; number 50, H, carries 0.285; number 51, H, carries 0.196

***

5.
ORCA calculation (ωB97M-V with the def2-TZVPD basis set) on a molecular structure, C13H13N2O5W.

```
34
Properties=species:S:1:pos:R:3
W 0.3013 0.2279 -0.2330
O -1.7019 0.1538 -0.8594
C -2.7231 0.6523 0.0959
C -2.2424 2.0384 0.4648
N -0.7539 1.9506 0.7605
C -0.0334 3.1570 0.1877
C 0.2293 2.9516 -1.2834
O 0.0800 3.5145 -2.2654
O 0.8410 1.4542 -1.4353
C -0.5175 1.9000 2.2372
C 0.8559 1.3235 2.4984
O 1.6826 1.5063 3.2758
O 1.0728 0.2821 1.4036
H -1.9804 0.1338 -1.7933
H -2.7247 -0.0509 0.9288
H -3.6946 0.6325 -0.3940
H -2.7713 2.4258 1.3368
H -2.4001 2.7328 -0.3607
H 0.9396 3.2840 0.6736
H -0.6186 4.0670 0.3344
H -1.2537 1.2467 2.7128
H -0.5895 2.8904 2.6924
N 3.4854 -5.9210 -1.2386
C 2.8219 -4.9878 -1.1320
C 1.9921 -3.8363 -0.9926
C 0.6036 -4.0217 -0.7655
C -0.2398 -2.9465 -0.6153
C 0.3399 -1.6737 -0.6960
C 1.7153 -1.4821 -0.9332
C 2.5663 -2.5666 -1.0830
H 0.2216 -5.0336 -0.6998
H -1.2941 -3.0909 -0.4197
H 2.1700 -0.4762 -1.1119
H 3.6202 -2.4378 -1.2906
```

Gap between HOMO and LUMO (spin up / spin down) (eV): 6.0 / 6.0
LUMO level (spin up / spin down) (eV): -13.9 / -13.9
Net charge: +3
HOMO (spin up / spin down) (eV): -19.92 / -19.92

So, what does the Mulliken scheme give us? The charges, in e, come out as: number 1, W, carries 1.589; number 2, O, carries -0.506; number 3, C, carries -0.412; number 4, C, carries -0.661; number 5, N, carries -0.176; number 6, C, carries -0.526; number 7, C, carries 0.353; number 8, O, carries -0.179; number 9, O, carries -0.512; number 10, C, carries -0.464; number 11, C, carries 0.199; number 12, O, carries -0.226; number 13, O, carries -0.482; number 14, H, carries 0.331; number 15, H, carries 0.289; number 16, H, carries 0.489; number 17, H, carries 0.436; number 18, H, carries 0.427; number 19, H, carries 0.435; number 20, H, carries 0.549; number 21, H, carries 0.439; number 22, H, carries 0.528; number 23, N, carries -0.189; number 24, C, carries -0.424; number 25, C, carries 0.584; number 26, C, carries -0.502; number 27, C, carries -0.557; number 28, C, carries 1.037; number 29, C, carries -0.209; number 30, C, carries -0.762; number 31, H, carries 0.536; number 32, H, carries 0.484; number 33, H, carries 0.532; number 34, H, carries 0.548